[1]
Entry from the OMol25 dataset: one molecule with the formula C21H29N3O4 (ωB97M-V with the def2-TZVPD basis set).

Computed properties:
- SMILES string: CCOC(=O)c1c(C)n(C)c2ccc(OC)c(NC(=O)CN3CCCCC3)c12
- Energy: -34909.1300 eV
- Energy relative to the best compared isomer or geometry (same formula, charge and spin): 1.241 eV
- Max |F|: 0.71 eV/Å

The geometry in ORCA input format:
```
! RIJCOSX wB97M-V def2-TZVPD def2/J DEFGRID3
* xyz 0 1
C -4.50461 -2.83792 -1.18922
C -3.32151 -2.63210 -0.25524
H -3.67062 -2.40956 0.75798
H -2.66795 -3.50873 -0.23861
O -2.50062 -1.55153 -0.70266
C -2.64406 -0.36003 -0.10035
O -3.50706 -0.14260 0.72315
C -1.67128 0.63269 -0.55437
C -1.92092 1.99654 -0.50639
N -0.84000 2.67677 -0.97040
C 0.14876 1.78003 -1.29587
C 1.43244 2.02942 -1.75006
C 2.26061 0.94941 -1.97907
C 1.82369 -0.35571 -1.74611
C 0.53755 -0.61036 -1.25365
C -0.33120 0.47044 -1.05718
N 0.12545 -1.93637 -1.04240
C 0.52215 -2.79523 -0.07712
O -0.01326 -3.87867 0.05611
C 1.66710 -2.32533 0.80456
N 1.44703 -0.96982 1.26448
C 0.39441 -0.90919 2.26198
C 0.04977 0.53894 2.59115
C 1.29172 1.28075 3.07062
C 2.38403 1.14534 2.01624
C 2.65584 -0.32990 1.74088
H 3.42115 -0.42429 0.96548
H 3.03875 -0.81231 2.66007
H 2.05544 1.61514 1.08736
H 3.30364 1.63148 2.34828
H 1.06118 2.33311 3.24840
H 1.63855 0.84817 4.01255
H -0.33601 1.02074 1.69304
H -0.73195 0.55914 3.35200
H -0.48677 -1.41528 1.85971
H 0.69485 -1.43721 3.18711
H 1.77513 -3.04720 1.63241
H 2.57715 -2.35516 0.20082
H -0.74628 -2.19250 -1.49157
O 2.59499 -1.46437 -1.97401
C 3.88184 -1.29600 -2.50998
H 4.53316 -0.72764 -1.83640
H 3.85343 -0.80292 -3.48731
H 4.28259 -2.30188 -2.62934
H 3.25884 1.13104 -2.34244
H 1.78761 3.03398 -1.91779
C -0.69804 4.09979 -1.09677
H 0.03409 4.47680 -0.37745
H -1.65198 4.58762 -0.91588
H -0.35859 4.35186 -2.10334
C -3.15207 2.69709 -0.06072
H -3.60637 3.25053 -0.88344
H -2.92562 3.39492 0.74501
H -3.86143 1.96517 0.31165
H -5.08514 -3.69338 -0.85633
H -4.15828 -3.01774 -2.20425
H -5.14133 -1.95595 -1.18529
*
```

These are the Löwdin partial charges, in e, on atoms 1 to 4: number 1, C, carries -0.06; number 2, C, carries -0.21; number 3, H, carries 0.12; number 4, H, carries 0.12

***

[2]
Entry from the OMol25 dataset: one molecule with the formula C21H29N3O5 (ωB97M-V with the def2-TZVPD basis set).

Computed properties:
- SMILES string: CCOC(=O)N1CCC(NC(=O)[C@@H]2CCCN2C(=O)OCc2ccccc2)CC1
- Energy: -36958.0648 eV
- Energy relative to the best compared isomer or geometry (same formula, charge and spin): 0.016 eV
- Max |F|: 0.56 eV/Å

The geometry in ORCA input format:
```
! RIJCOSX wB97M-V def2-TZVPD def2/J DEFGRID3
* xyz 0 1
C 3.79621 2.17288 -2.76937
C 2.29138 2.13672 -2.54120
H 1.88075 1.17336 -2.85822
H 1.79237 2.94351 -3.08293
O 1.94961 2.35319 -1.17643
C 2.08485 1.28293 -0.36213
O 2.56183 0.22437 -0.70298
N 1.65295 1.55569 0.88942
C 1.11286 2.84453 1.27292
H 0.60671 3.27388 0.40660
C 0.13379 2.68961 2.44129
C -0.65107 1.38329 2.30561
N -1.35038 1.35559 1.03702
C -2.64029 1.00868 0.92416
O -3.40354 0.86696 1.85777
C -3.07016 0.78930 -0.54776
N -2.49004 -0.46427 -1.01950
C -1.20374 -0.56699 -1.38507
O -0.42465 0.36962 -1.36329
O -0.87760 -1.81492 -1.77544
C 0.51708 -2.10524 -1.81455
C 1.02573 -2.63513 -0.49745
C 0.16090 -3.00456 0.52164
C 0.65767 -3.46476 1.73031
C 2.02293 -3.56193 1.92707
C 2.89074 -3.20240 0.90789
C 2.39680 -2.74121 -0.29772
H 3.07123 -2.44018 -1.08320
H 3.95791 -3.27550 1.05716
H 2.41068 -3.91686 2.87063
H -0.02641 -3.74467 2.51831
H -0.90702 -2.93382 0.37008
H 0.64557 -2.84878 -2.60688
H 1.07791 -1.19864 -2.06612
C -3.50324 -1.49159 -1.14084
C -4.74922 -0.68825 -1.50146
H -4.74041 -0.45235 -2.56656
H -5.66788 -1.22090 -1.26760
C -4.58337 0.58587 -0.67116
H -4.98541 0.44466 0.33443
H -5.07324 1.44475 -1.12396
H -3.63584 -1.99918 -0.17799
H -3.21419 -2.22076 -1.89640
H -2.68833 1.61520 -1.15716
H -0.77193 1.31478 0.20207
C 0.31050 0.18451 2.41673
C 1.71774 0.55303 1.92511
H 2.22070 -0.32138 1.50952
H 2.31922 0.94448 2.75388
H 0.36975 -0.15336 3.45135
H -0.08524 -0.63842 1.82057
H -1.42417 1.32072 3.07843
H 0.66805 2.67258 3.39179
H -0.54926 3.53884 2.45228
H 1.92904 3.52377 1.55487
H 4.00779 2.06388 -3.82949
H 4.20696 3.11703 -2.41903
H 4.26838 1.35788 -2.22704
*
```

These are the Löwdin partial charges, in e, on atoms 1 to 4: number 1, C, carries -0.06; number 2, C, carries -0.22; number 3, H, carries 0.11; number 4, H, carries 0.12

***

[3]
Entry from the OMol25 dataset: one molecule with the formula C21H29N3O5S (ωB97M-V with the def2-TZVPD basis set).

Computed properties:
- SMILES string: C=CCn1cc(C(=O)NCCCOC)c(=O)c2cc(S(=O)(=O)N(CC)CC)ccc21
- Energy: -47790.3502 eV
- Energy relative to the best compared isomer or geometry (same formula, charge and spin): 2.576 eV
- Max |F|: 1.13 eV/Å

The geometry in ORCA input format:
```
! RIJCOSX wB97M-V def2-TZVPD def2/J DEFGRID3
* xyz 0 1
C 3.39277 4.82627 0.70745
C 2.44289 4.03883 1.17312
C 2.67557 2.64556 1.68945
N 1.62687 1.73093 1.27412
C 0.70679 1.33245 2.17212
C -0.32573 0.48408 1.91755
C -0.50626 -0.06075 0.58864
O -1.37984 -0.86381 0.26560
C 0.47824 0.43128 -0.39016
C 0.36369 0.00585 -1.71688
C 1.26789 0.41970 -2.66098
C 2.30128 1.28043 -2.31609
C 2.42775 1.72704 -1.02043
C 1.52326 1.30740 -0.03236
H 3.21758 2.41807 -0.78062
H 2.97947 1.60795 -3.08758
S 1.14958 -0.17252 -4.35453
O 1.81375 0.78573 -5.18943
O -0.21526 -0.50599 -4.62394
N 2.03378 -1.57174 -4.40273
C 3.47104 -1.43371 -4.39769
C 4.15377 -2.49422 -5.25526
H 5.21342 -2.26743 -5.33826
H 4.04557 -3.48307 -4.81727
H 3.71641 -2.50057 -6.24942
H 3.66468 -0.44662 -4.81953
H 3.87099 -1.46284 -3.37335
C 1.42137 -2.76292 -3.86139
C 1.81615 -3.09510 -2.42269
H 2.86786 -3.36464 -2.35797
H 1.62905 -2.25188 -1.76209
H 1.22597 -3.93958 -2.07744
H 0.34732 -2.58664 -3.92827
H 1.66770 -3.60719 -4.51333
H -0.45699 -0.64199 -1.98510
C -1.21997 0.17614 3.08018
O -1.04724 0.71285 4.16439
N -2.17878 -0.72691 2.82815
C -3.16759 -1.10853 3.80383
C -4.55906 -0.60835 3.41430
C -5.59863 -1.00173 4.46868
O -6.92973 -0.75089 4.08522
C -7.28397 0.60921 4.04871
H -8.36136 0.63975 3.89656
H -6.79220 1.14101 3.22714
H -7.03571 1.10783 4.99379
H -5.37422 -0.48900 5.41690
H -5.55676 -2.08145 4.63767
H -4.85011 -1.03859 2.45357
H -4.52450 0.47740 3.30769
H -3.17763 -2.19961 3.89880
H -2.86139 -0.67098 4.75781
H -2.25847 -1.07745 1.87603
H 0.80301 1.71187 3.18167
H 3.64990 2.26697 1.36744
H 2.67189 2.67099 2.78374
H 1.41693 4.37571 1.22929
H 3.18585 5.82765 0.37431
H 4.42137 4.50776 0.65084
*
```

These are the Löwdin partial charges, in e, on atoms 1 to 4: number 1, C, carries 0.02; number 2, C, carries -0.16; number 3, C, carries -0.14; number 4, N, carries -0.04